Record 1
Computed, not measured: 2 unconnected molecules or ions with the total composition C21H45FIOP, with wB97M-V/def2-TZVPD.

Results
Spin multiplicity ... 1
Kohn-Sham gap ... 9.099 eV
Energy ... -44660.8892 eV
LUMO energy ... 0.37 eV

The geometry in XYZ format:
```
70
C21H45FIOP, DFT wB97M-V/def2-TZVPD
H 4.948 -1.690 -3.099
H -7.991 3.898 4.238
H -2.516 -1.127 2.292
H -5.536 3.932 4.756
H -3.730 -2.922 -1.168
H 6.671 0.060 -1.475
H -3.473 1.430 2.896
H 4.284 -0.430 -1.016
C 5.940 0.038 -2.290
H -7.139 2.669 3.310
C 5.970 -3.621 -1.817
C -1.574 -0.947 1.775
C -3.231 -0.873 -1.615
H -8.066 2.202 4.743
H -5.846 -3.076 -2.134
H -1.742 1.345 -1.117
C 1.385 1.875 -1.489
H -5.354 -2.184 -3.565
C -6.209 3.196 5.210
H 6.632 -4.447 -1.547
C 3.404 1.882 0.049
C 6.801 -2.426 -2.279
F -0.298 -2.576 0.591
H 6.351 -1.209 -4.011
H 1.068 2.885 -1.207
H -0.491 0.845 -0.020
H 4.101 -2.842 -0.990
H -6.524 3.600 6.172
H 3.204 2.952 0.177
H 4.774 -4.181 -0.078
H -5.841 -1.320 -2.110
H -3.164 2.488 4.285
H -2.310 -2.514 0.493
C 5.979 -1.332 -2.992
C 4.570 0.370 -1.708
H 3.754 1.523 1.020
H 5.486 1.869 -0.489
H 5.509 -2.584 0.039
H -1.501 0.122 1.597
C -5.304 -2.195 -2.476
C 4.525 1.718 -0.991
O -5.504 2.010 5.535
H -0.761 -1.245 2.438
H 3.834 0.355 -2.520
P -1.434 -1.053 -1.213
C -0.870 0.694 -1.027
H 0.603 0.183 -2.545
H 7.293 -1.988 -1.404
H -5.761 0.939 3.777
H -0.258 1.671 -2.856
H -4.491 0.422 4.877
H 6.237 0.832 -2.982
H 1.435 1.227 0.582
C 2.078 1.208 -0.302
C -3.940 2.087 3.631
H 5.372 -3.977 -2.663
H -3.257 -0.207 -2.481
C 0.209 1.083 -2.062
C -1.483 -1.797 0.510
C -4.962 1.300 4.434
C -7.419 2.972 4.320
H -4.392 2.917 3.086
H 4.452 2.518 -1.734
H 2.239 0.149 -0.534
H -3.216 -2.600 -2.803
H 2.115 2.000 -2.294
C -3.849 -2.219 -1.995
C 5.037 -3.290 -0.649
I -4.424 0.189 -0.154
H 7.602 -2.781 -2.932
```

Record 2
Computed, not measured: 3 unconnected molecules or ions with the total composition C21H45N2O11P2, with wB97M-V/def2-TZVPD.

Results
Spin multiplicity ... 1
Net charge ... +1
Kohn-Sham gap ... 7.718 eV
Energy ... -66580.5990 eV
LUMO energy ... -3.60 eV

The geometry in XYZ format:
```
81
C21H45N2O11P2, DFT wB97M-V/def2-TZVPD
H 2.400 -0.180 -2.909
H 3.504 5.357 6.274
C 1.400 -0.022 -1.002
H -4.890 -5.820 -2.026
H -6.524 -2.251 -2.478
H 1.220 -1.450 -2.618
H -4.990 -4.500 -3.740
H -0.075 6.406 1.819
O 3.621 -2.322 1.025
H -3.534 -2.795 -1.896
H -1.615 4.805 0.596
H 1.891 0.938 -0.827
C 5.072 -0.891 -2.041
P 2.278 5.057 2.423
C 1.979 -2.137 2.825
C -4.897 -1.609 -3.769
H 5.074 1.703 1.408
C -5.260 -4.842 -1.703
H -5.108 -1.231 -4.767
H 3.828 -3.229 2.832
O -6.100 -3.802 0.986
O 2.569 6.515 2.496
C -0.326 5.418 2.217
C -2.177 -0.818 -3.010
H 0.368 0.070 -0.664
C 4.392 2.308 1.991
C 3.442 -2.286 2.446
H -4.820 -0.781 -3.059
H -6.083 -1.262 -0.478
C 6.356 -1.682 -1.915
H -6.399 -3.036 -4.159
H -3.629 -2.907 -4.825
H 4.750 -0.882 -3.086
H 5.215 0.148 -1.742
H -6.841 -5.909 -0.753
C 1.423 -0.387 -2.476
C -4.950 -3.856 -2.857
O 4.024 -1.505 -1.284
O 0.758 4.912 2.996
O 2.285 3.547 1.777
H 4.994 4.531 4.523
H -7.249 -5.273 -2.327
O -7.414 -3.884 -0.863
C -5.915 -2.705 -3.246
H 1.850 -2.241 3.903
H 4.994 2.973 2.610
O 3.119 4.515 3.723
H 6.638 -1.817 -0.871
H 2.952 6.681 5.265
H 6.231 -2.678 -2.343
H 4.000 3.942 0.630
O 2.006 -1.063 -0.200
H 0.089 4.400 0.352
C 4.223 5.256 4.249
H 3.822 1.665 2.661
H -4.651 -4.586 -0.829
H 0.686 0.201 -3.026
H 4.654 5.909 3.491
H 1.596 -1.158 2.530
C -6.743 -5.027 -1.390
N -2.111 -0.277 -1.992
C -0.707 4.465 1.097
H -0.868 3.460 1.487
H 4.629 6.656 5.839
H 7.173 -1.179 -2.436
H 3.128 2.453 0.267
O 4.850 -0.228 0.589
N -3.546 -3.319 -2.779
C -6.869 -1.734 0.113
C 3.475 3.096 1.080
P 3.596 -0.926 0.194
O -2.378 -1.562 -4.067
H 1.373 -2.889 2.319
H -2.912 -4.114 -2.849
H -7.831 -1.492 -0.351
C -3.539 -2.334 -3.901
H -1.169 5.540 2.898
H 4.040 -1.479 2.880
H -6.915 -1.357 1.130
C 3.807 6.038 5.476
C -6.736 -3.249 0.134
```

Record 3
Computed, not measured: a molecular structure, C21H45N5SSb2Ti, with wB97M-V/def2-TZVPD.

Results
Spin multiplicity ... 1
Net charge ... +4
Relative energy (zero: lowest compared OMol25 entry of this formula, charge and spin) ... 0.0 kcal per mole
Kohn-Sham gap (spin up / spin down) ... 4.957 / 4.971 eV
Energy ... -76944.7467 eV
LUMO energy (spin up / spin down) ... -13.60 / -13.59 eV

The geometry in XYZ format:
```
75
C21H45N5SSb2Ti, DFT wB97M-V/def2-TZVPD
H -1.356 -3.569 0.746
H -1.925 -3.115 4.428
C -1.864 -3.024 3.343
H 2.822 -0.998 0.481
H -0.187 3.041 -1.484
H 3.205 -3.276 1.177
H 0.841 -2.351 -2.008
H -2.920 0.032 3.770
H -0.086 -4.730 -0.964
C 2.897 -0.002 -6.154
H 2.106 -0.747 -6.247
N 2.139 0.848 -3.929
H -0.485 1.101 6.208
H 0.161 0.226 -5.938
C -1.023 3.148 -0.798
C -1.414 1.511 4.314
H -2.506 -3.850 -0.559
H 1.473 -3.423 1.482
C -0.696 1.854 5.457
N 2.082 -1.455 1.019
H 2.259 -1.202 1.992
H 0.238 3.418 6.588
H -2.006 -1.596 -1.337
H 3.267 1.934 -5.266
H -1.609 4.602 2.920
H 0.841 1.519 2.654
Ti 0.160 -0.957 0.157
H -2.936 3.054 1.667
H -0.246 2.744 -5.526
C 0.973 -1.512 4.220
H 1.720 1.614 1.080
H 2.779 -2.820 -1.223
H 2.949 0.798 -3.327
H 1.623 -2.317 3.879
H -1.387 -3.919 2.947
H -1.471 -0.080 -5.410
C -0.619 4.153 4.766
H 3.773 -0.479 -5.715
H 2.041 -4.348 -0.774
C 1.997 -3.272 -0.611
H 0.599 -1.784 5.208
H 1.528 -0.578 4.307
C -1.903 0.108 4.153
N -1.745 -1.847 -0.381
H -2.871 -2.921 2.942
C -0.440 -3.729 -1.207
S 1.159 0.385 -1.565
H -2.535 -1.558 0.193
C -0.633 0.609 -5.306
H -0.763 -3.748 -2.248
H -1.882 -0.417 5.111
C -0.297 3.165 5.683
H -1.367 2.054 -6.700
N -0.200 0.478 -3.883
H -1.970 3.157 -1.333
H 3.169 0.326 -7.156
Sb -0.995 1.593 0.638
Sb -0.728 -1.266 2.971
C -1.054 2.024 -5.657
H -0.336 5.180 4.952
C 2.462 1.205 -5.344
H -0.955 0.404 -3.222
N 0.673 -2.727 -1.079
C 0.999 0.577 -3.341
H -1.903 2.346 -5.053
H 1.610 1.724 -5.770
H 0.928 3.032 1.750
C 0.853 1.947 1.652
H -3.206 1.392 2.212
C -1.583 -3.333 -0.295
C -1.732 2.510 3.383
C 2.222 -2.939 0.847
C -1.331 3.822 3.620
H -0.916 4.074 -0.232
C -2.468 2.184 2.127
```

Record 4
Computed, not measured: a molecular structure, C21H45OP3ReSe, with wB97M-V/def2-TZVPD.

Results
Spin multiplicity ... 4
Net charge ... +4
Kohn-Sham gap (spin up / spin down) ... 7.195 / 5.090 eV
Energy ... -119850.4674 eV
LUMO energy (spin up / spin down) ... -14.27 / -16.07 eV

The geometry in XYZ format:
```
72
C21H45OP3ReSe, DFT wB97M-V/def2-TZVPD
P -1.873 1.158 0.388
C -2.298 -2.899 -1.027
H -1.733 3.073 -1.105
H 0.507 0.629 5.584
C 0.627 2.896 -3.234
H 0.404 -4.032 -0.126
C 1.147 -1.599 3.147
H 1.241 2.943 -2.323
H 0.236 -3.697 1.629
H -1.672 -3.134 -1.904
H -3.675 1.875 1.846
H 2.926 2.111 -0.520
H 1.948 0.759 1.428
C 1.341 1.607 0.939
H -1.910 3.571 0.604
C -3.437 0.905 -0.599
H -1.475 2.727 -6.562
H -3.179 -1.489 1.554
H 2.985 -0.064 -2.343
P 1.947 -1.442 -0.635
H 0.141 -1.727 5.018
H -0.994 -4.640 0.784
C 0.985 0.250 4.678
C 3.038 -2.414 0.453
C 0.639 3.937 -4.168
H 2.006 0.696 4.600
C 1.086 -1.302 4.625
H 2.456 -3.136 1.027
H 2.180 -1.557 2.772
H -3.853 -0.092 -0.386
H 1.031 2.286 1.775
H 3.749 -2.948 -0.181
C -0.197 1.787 -3.482
H 0.328 1.524 3.064
C 0.115 0.537 3.473
H -4.203 1.655 -0.326
C -1.434 2.862 -0.078
C 3.208 -0.324 -1.307
C -2.702 1.402 2.012
H -2.819 -3.822 -0.703
C -0.918 2.749 -5.616
H 1.559 -2.017 -2.962
H -2.852 0.439 2.507
P -1.205 -2.213 0.315
C -0.300 -3.793 0.680
H -3.061 -2.156 -1.296
Se -0.301 0.169 -2.300
H 1.283 4.777 -3.950
H 3.136 0.553 -0.679
H -0.960 0.510 3.664
C -2.402 -2.248 1.735
Re 0.009 -0.205 0.114
H -1.548 0.817 -4.959
C 1.733 -2.596 -2.048
C -0.941 1.689 -4.682
C -0.135 3.870 -5.332
H 1.948 -1.707 5.174
H 0.664 -2.550 2.881
H 3.581 -1.741 1.128
C 1.962 2.407 -0.072
H -2.909 -3.221 1.835
H 0.885 -3.265 -1.885
H -0.110 4.712 -6.029
H 4.224 -0.715 -1.184
H -2.102 2.054 2.652
H 0.457 1.123 -1.423
H -0.354 2.975 0.016
O 0.392 -0.549 2.537
H 2.644 -3.203 -2.156
H -3.214 1.000 -1.671
H 1.883 3.499 -0.061
H -1.863 -2.036 2.671
```